# 1
C3H5NO2 | ωB97M-V/def2-TZVPD

Results
Spin multiplicity: 1
Gap between HOMO and LUMO (eV): 10.316
Relative energy (zero: lowest compared OMol25 entry of this formula, charge and spin) (kJ/mol): 170.55
Largest force on an atom (eV/A): 1.576
Molecular weight (g mol⁻¹): 87.1

CARTESIAN COORDINATES (ANGSTROEM)
C1 -1.022 1.403 -0.270
N1 0.244 0.639 -0.093
C2 0.159 -0.735 0.203
O1 -0.869 -1.311 0.487
C3 1.367 -1.711 0.037
O2 1.839 -2.005 -1.031
H1 -1.815 0.710 -0.531
H2 -1.336 1.955 0.636
H3 -0.848 2.152 -1.053
H4 0.647 1.172 0.655
H5 1.635 -2.269 0.960

Table of Löwdin atomic charges, one value per atom, all in e:
1 C -0.082
2 N -0.003
3 C -0.412
4 O 0.097
5 C -0.163
6 O 0.080
7 H 0.075
8 H 0.087
9 H 0.080
10 H 0.114
11 H 0.127



# 2
C3H5NO2 | ωB97M-V/def2-TZVPD

Results
Spin multiplicity: 1
Gap between HOMO and LUMO (eV): 10.692
Relative energy (zero: lowest compared OMol25 entry of this formula, charge and spin) (kJ/mol): 273.68
Largest force on an atom (eV/A): 0.545
Molecular weight (g mol⁻¹): 87.1

CARTESIAN COORDINATES (ANGSTROEM)
O1 1.706 -0.043 0.761
C1 0.755 -0.798 0.030
C2 -0.596 -0.259 0.426
N1 -1.800 -0.511 -0.504
C3 -1.318 0.641 -0.424
O2 -1.490 1.849 -0.944
H1 2.576 -0.431 0.617
H2 0.889 -0.672 -1.055
H3 0.829 -1.872 0.263
H4 -0.799 -0.310 1.497
H5 -0.750 2.407 -0.665

Table of Löwdin atomic charges, one value per atom, all in e:
1 O -0.070
2 C -0.247
3 C -0.196
4 N 0.215
5 C -0.428
6 O 0.135
7 H 0.087
8 H 0.123
9 H 0.122
10 H 0.130
11 H 0.129



# 3
C3H5NO2 | ωB97M-V/def2-TZVPD

Results
Spin multiplicity: 1
Gap between HOMO and LUMO (eV): 9.759
Relative energy (zero: lowest compared OMol25 entry of this formula, charge and spin) (kJ/mol): 122.54
Largest force on an atom (eV/A): 0.583
Molecular weight (g mol⁻¹): 87.1

CARTESIAN COORDINATES (ANGSTROEM)
C1 -0.849 -0.803 0.625
C2 -0.374 0.297 0.028
N1 -0.783 1.583 0.295
O1 0.536 0.287 -1.011
C3 1.484 -0.692 -1.007
O2 2.294 -0.786 -1.879
H1 -1.405 -0.703 1.549
H2 -0.747 -1.788 0.190
H3 -1.482 1.650 1.019
H4 -0.081 2.308 0.322
H5 1.407 -1.353 -0.131

Table of Löwdin atomic charges, one value per atom, all in e:
1 C 0.037
2 C -0.475
3 N 0.129
4 O 0.057
5 C -0.313
6 O 0.106
7 H 0.059
8 H 0.061
9 H 0.099
10 H 0.103
11 H 0.137



# 4
C3H5NO2 | ωB97M-V/def2-TZVPD

Results
Spin multiplicity: 1
Gap between HOMO and LUMO (eV): 10.010
Relative energy (zero: lowest compared OMol25 entry of this formula, charge and spin) (kJ/mol): 78.56
Largest force on an atom (eV/A): 0.619
Molecular weight (g mol⁻¹): 87.1

CARTESIAN COORDINATES (ANGSTROEM)
C1 -1.025 1.385 -0.146
N1 0.137 0.524 -0.060
C2 0.022 -0.786 0.236
O1 -1.013 -1.361 0.532
C3 1.305 -1.606 0.112
O2 2.182 -1.346 -0.674
H1 -1.880 0.772 -0.434
H2 -1.251 1.870 0.810
H3 -0.857 2.151 -0.907
H4 1.059 0.897 -0.230
H5 1.321 -2.501 0.761

Table of Löwdin atomic charges, one value per atom, all in e:
1 C -0.061
2 N 0.019
3 C -0.477
4 O 0.064
5 C -0.152
6 O 0.076
7 H 0.088
8 H 0.088
9 H 0.086
10 H 0.138
11 H 0.130



# 5
C3H5NO2 | ωB97M-V/def2-TZVPD

Results
Spin multiplicity: 1
Gap between HOMO and LUMO (eV): 8.571
Relative energy (zero: lowest compared OMol25 entry of this formula, charge and spin) (kJ/mol): 451.06
Largest force on an atom (eV/A): 0.737
Molecular weight (g mol⁻¹): 87.1

CARTESIAN COORDINATES (ANGSTROEM)
C1 -1.156 1.508 -0.039
N1 -0.083 0.519 -0.128
C2 -0.211 -0.707 0.278
O1 -0.817 -1.578 0.799
C3 1.568 -1.378 -0.154
O2 1.803 -1.845 -1.242
H1 -1.891 1.355 -0.835
H2 -1.662 1.481 0.932
H3 -0.701 2.491 -0.172
H4 1.109 -0.063 -0.211
H5 2.040 -1.782 0.772

Table of Löwdin atomic charges, one value per atom, all in e:
1 C -0.078
2 N -0.028
3 C -0.447
4 O 0.177
5 C -0.190
6 O 0.045
7 H 0.084
8 H 0.085
9 H 0.079
10 H 0.163
11 H 0.109



# 6
C3H5NO2 | ωB97M-V/def2-TZVPD

Results
Spin multiplicity: 1
Gap between HOMO and LUMO (eV): 11.716
Relative energy (zero: lowest compared OMol25 entry of this formula, charge and spin) (kJ/mol): 84.00
Largest force on an atom (eV/A): 0.598
Molecular weight (g mol⁻¹): 87.1

CARTESIAN COORDINATES (ANGSTROEM)
H1 0.755 2.030 -0.947
N1 -0.010 1.784 -0.321
C1 0.175 0.617 0.103
C2 1.274 -0.350 -0.206
O1 -0.761 0.135 1.023
C3 -1.752 -0.619 0.515
O2 -1.834 -0.997 -0.622
H2 0.881 -1.124 -0.875
H3 1.643 -0.819 0.710
H4 2.094 0.174 -0.701
H5 -2.466 -0.831 1.320

Table of Löwdin atomic charges, one value per atom, all in e:
1 H 0.068
2 N 0.195
3 C -0.465
4 C -0.004
5 O 0.028
6 C -0.324
7 O 0.089
8 H 0.092
9 H 0.091
10 H 0.084
11 H 0.147